(1)
{
  "formula": "C23H25IrN6O5P",
  "method": "ωB97M-V/def2-TZVPD",
  "charge": 2,
  "multiplicity": 6,
  "homo_lumo_gap_ev": [7.103, 6.187],
  "species": ["Ir", "P", "O", "O", "O", "O", "O", "N", "N", "N", "N", "N", "N", "C", "C", "C", "C", "C", "C", "C", "C", "C", "C", "C", "C", "C", "C", "C", "C", "C", "C", "C", "C", "C", "C", "C", "H", "H", "H", "H", "H", "H", "H", "H", "H", "H", "H", "H", "H", "H", "H", "H", "H", "H", "H", "H", "H", "H", "H", "H", "H"],
  "coordinates": [[-0.23, -0.12, 0.01], [2.20, -2.52, 0.42], [-2.38, -1.29, 1.00], [1.76, 0.67, -3.44], [1.69, 1.51, 2.36], [1.08, 0.51, -1.32], [-1.54, 2.35, -0.94], [0.58, 0.74, 2.21], [-1.04, 1.73, -0.13], [-1.41, -0.70, 1.61], [-0.23, -0.32, -3.06], [-1.25, -0.57, -2.12], [0.76, -1.69, 0.08], [-2.31, -0.96, 3.83], [-0.03, 0.26, 3.22], [3.34, -1.39, 1.18], [0.93, -5.88, 3.18], [4.71, 0.56, 0.92], [-1.27, -0.50, 2.87], [0.74, -4.56, 3.57], [1.91, -5.16, 1.10], [3.92, -3.94, -3.51], [1.14, -3.53, 2.74], [5.23, 0.34, 2.20], [2.07, -3.01, -2.29], [3.85, -1.61, 2.46], [1.74, -3.84, 1.50], [4.15, -3.55, -1.14], [4.80, -0.74, 2.96], [0.93, 0.33, -2.64], [1.51, -6.18, 1.96], [3.76, -0.30, 0.41], [2.63, -3.45, -3.48], [0.40, 0.42, 4.65], [2.84, -3.07, -1.13], [4.68, -4.00, -2.34], [5.23, -0.91, 3.94], [-0.05, 1.31, 5.11], [0.62, -6.68, 3.84], [3.36, -0.13, -0.58], [1.02, -2.50, 3.04], [0.09, -0.44, 5.24], [-3.19, -0.32, 3.73], [0.30, -4.34, 4.53], [-1.40, -1.57, -2.00], [-0.54, -0.03, -3.98], [1.06, -2.62, -2.28], [1.80, 1.74, 3.29], [5.69, -4.37, -2.37], [5.98, 1.01, 2.59], [4.35, -4.28, -4.44], [3.55, -2.47, 3.04], [2.05, -3.39, -4.40], [2.35, -5.40, 0.15], [4.75, -3.57, -0.24], [1.65, -7.21, 1.66], [5.06, 1.39, 0.33], [-1.97, -0.92, 4.86], [-2.62, -1.98, 3.59], [-2.14, -0.13, -2.35], [1.48, 0.49, 4.72]]
}


(2)
{
  "formula": "C18H47FeN4O6",
  "method": "ωB97M-V/def2-TZVPD",
  "charge": 1,
  "multiplicity": 5,
  "homo_lumo_gap_ev": [9.703, 9.155],
  "species": ["Fe", "O", "O", "O", "O", "O", "O", "N", "N", "N", "N", "C", "C", "C", "C", "C", "C", "C", "C", "C", "C", "C", "C", "C", "C", "C", "C", "C", "C", "H", "H", "H", "H", "H", "H", "H", "H", "H", "H", "H", "H", "H", "H", "H", "H", "H", "H", "H", "H", "H", "H", "H", "H", "H", "H", "H", "H", "H", "H", "H", "H", "H", "H", "H", "H", "H", "H", "H", "H", "H", "H", "H", "H", "H", "H", "H"],
  "coordinates": [[-0.76, 0.67, 0.14], [-1.72, -0.46, 3.75], [3.16, 0.27, 1.26], [-0.24, 2.13, -3.13], [-1.92, 2.49, -0.38], [-0.23, -3.22, -1.42], [-2.75, 1.09, 1.00], [0.38, 1.27, 1.99], [-1.13, -0.28, -1.99], [-0.83, -1.40, 0.86], [1.12, 1.43, -0.81], [3.11, 1.63, -2.24], [-4.23, 2.87, 0.16], [-1.06, 0.76, 3.99], [-0.17, -3.62, 1.71], [0.36, 0.71, 3.38], [0.29, -2.39, 0.91], [-1.07, -1.40, -4.19], [-0.50, -0.25, -3.35], [3.42, 1.19, 0.20], [-2.92, 2.13, 0.30], [-0.63, 1.12, -4.04], [-0.58, 3.44, -3.55], [1.39, 1.43, 4.19], [-3.02, -0.51, 4.35], [0.72, -2.75, -0.50], [2.52, 0.95, -1.00], [-0.36, -4.67, -1.45], [3.81, -0.98, 1.07], [2.42, 1.11, 4.03], [1.32, 1.16, 1.65], [2.46, -0.11, -1.26], [3.40, 2.67, -2.09], [-2.15, -1.36, -4.31], [-1.68, -1.90, 0.61], [-1.67, 1.27, -4.34], [-4.17, 3.58, -0.66], [-1.14, -1.27, -1.72], [-0.62, -1.56, -5.17], [-0.94, -1.25, 1.87], [-1.55, 1.69, 3.68], [-0.63, -5.04, -0.47], [1.08, -1.80, -0.92], [-3.59, -1.17, 3.70], [0.11, 2.25, 2.09], [-2.93, -0.91, 5.36], [-0.18, -3.30, 2.76], [4.09, 1.20, -2.47], [2.53, 1.50, -3.15], [4.49, 1.15, -0.02], [-3.58, 0.43, 4.44], [0.58, -0.37, -3.25], [3.05, 2.14, 0.61], [-0.91, 0.87, 5.07], [0.64, 1.51, -1.70], [-0.87, -2.31, -3.62], [0.53, -4.45, 1.62], [1.14, 1.21, 5.24], [0.02, 1.02, -4.91], [0.22, 4.09, -3.91], [1.56, -3.45, -0.42], [-4.50, 3.50, 1.01], [4.89, -0.80, 1.07], [-1.15, -4.90, -2.16], [-1.35, 3.41, -4.32], [0.59, -5.03, -1.84], [3.52, -1.45, 0.13], [-2.09, -0.16, -2.31], [3.60, -1.67, 1.89], [-5.04, 2.16, -0.03], [1.31, 2.42, -0.65], [-0.97, 3.96, -2.66], [1.10, -1.87, 1.42], [0.61, -0.36, 3.39], [1.49, 2.51, 4.04], [-1.18, -3.95, 1.49]]
}


(3)
{
  "formula": "C50H48N4O5PtSSi",
  "method": "ωB97M-V/def2-TZVPD",
  "charge": 0,
  "multiplicity": 1,
  "homo_lumo_gap_ev": 5.751,
  "species": ["Pt", "S", "Si", "O", "O", "O", "O", "O", "N", "N", "N", "N", "C", "C", "C", "C", "C", "C", "C", "C", "C", "C", "C", "C", "C", "C", "C", "C", "C", "C", "C", "C", "C", "C", "C", "C", "C", "C", "C", "C", "C", "C", "C", "C", "C", "C", "C", "C", "C", "C", "C", "C", "C", "C", "C", "C", "C", "C", "C", "C", "C", "C", "H", "H", "H", "H", "H", "H", "H", "H", "H", "H", "H", "H", "H", "H", "H", "H", "H", "H", "H", "H", "H", "H", "H", "H", "H", "H", "H", "H", "H", "H", "H", "H", "H", "H", "H", "H", "H", "H", "H", "H", "H", "H", "H", "H", "H", "H", "H", "H"],
  "coordinates": [[0.60, -0.43, 1.07], [-2.64, -0.34, 1.26], [-2.00, -0.19, -1.67], [1.76, -0.28, -0.61], [0.10, 4.75, -3.09], [-1.10, 2.44, -3.12], [-0.72, 1.06, -1.39], [-1.44, -0.52, 0.17], [2.29, -0.06, 2.32], [-3.18, -2.44, 2.79], [-1.18, -1.47, 3.27], [-0.20, -0.59, 2.93], [0.99, 5.39, 0.35], [0.51, -0.11, 3.90], [3.72, 1.47, -1.78], [-0.20, -0.32, -3.95], [2.60, 1.69, -2.79], [3.21, -2.27, -0.86], [4.50, -2.71, -1.15], [5.19, -0.52, -1.73], [-4.54, 2.97, -0.63], [2.12, -3.51, 1.05], [-3.47, 2.09, -0.68], [-5.59, 1.79, -2.43], [-2.03, -1.54, -5.62], [0.04, -0.13, 5.30], [-1.43, -0.67, -3.43], [-0.85, -0.16, 7.94], [-2.34, -1.29, -4.29], [2.64, 1.11, 4.38], [-3.09, -4.32, -1.64], [3.93, -0.01, -1.46], [-0.09, 3.32, -1.17], [-3.44, 1.03, -1.60], [0.85, 5.54, -1.01], [-4.52, 0.91, -2.47], [0.43, -0.61, 7.63], [-1.25, 0.29, 5.61], [-2.43, -3.11, -1.84], [0.05, 3.19, 0.21], [0.87, -3.26, -1.12], [-4.25, -1.95, -0.84], [2.91, -0.87, -0.95], [3.95, 1.39, 4.00], [-5.61, 2.82, -1.50], [-1.69, 0.29, 6.92], [-4.92, -3.15, -0.64], [5.51, -1.85, -1.55], [2.24, -3.37, -0.47], [0.27, 4.53, -1.78], [-0.67, 2.22, -1.99], [-4.34, -4.34, -1.04], [4.42, 0.88, 2.80], [0.57, 4.21, 0.98], [0.87, -0.60, 6.32], [0.13, -0.56, -5.28], [3.48, 2.33, -0.53], [-0.79, -1.17, -6.12], [3.55, 0.18, 1.98], [1.85, 0.35, 3.54], [-2.99, -1.89, -1.44], [-2.24, -1.50, 2.54], [3.32, 3.37, -0.82], [-1.91, 0.64, 4.82], [4.72, -3.77, -1.07], [6.51, -2.23, -1.75], [-0.55, -1.36, -7.16], [2.23, 1.49, 5.30], [1.65, 1.36, -2.38], [1.17, 6.44, -1.52], [-6.41, 1.68, -3.12], [-4.86, -5.28, -0.91], [-0.27, 2.27, 0.69], [0.33, -4.20, -1.00], [0.27, -2.47, -0.67], [4.59, 1.99, 4.63], [1.85, -0.98, 6.08], [-1.48, -3.11, -2.35], [1.48, -4.36, 1.31], [3.09, -3.63, 1.53], [2.80, 1.13, -3.70], [1.07, -0.98, 8.42], [-3.11, -2.92, 3.68], [0.54, 0.14, -3.31], [5.44, 1.04, 2.48], [-2.62, -5.25, -1.95], [-5.90, -3.15, -0.18], [-4.74, -1.03, -0.54], [-2.76, -2.02, -6.26], [1.09, -0.26, -5.67], [2.68, -4.31, -0.83], [1.67, -2.60, 1.45], [-3.31, -1.60, -3.92], [-2.64, 2.24, 0.00], [-6.45, 3.50, -1.45], [-4.53, 3.78, 0.09], [3.88, -0.21, 1.03], [0.95, -3.04, -2.19], [4.34, 2.29, 0.14], [-0.39, 3.97, -3.45], [4.65, 1.81, -2.24], [-2.69, 0.63, 7.16], [2.52, 2.74, -3.05], [5.96, 0.16, -2.09], [1.44, 6.18, 0.93], [2.60, 1.98, 0.00], [-4.52, 0.12, -3.21], [0.66, 4.11, 2.05], [-1.19, -0.16, 8.96], [-4.10, -2.29, 2.41]]
}


(4)
{
  "formula": "C2H2Si",
  "method": "ωB97M-V/def2-TZVPD",
  "charge": 0,
  "multiplicity": 1,
  "homo_lumo_gap_ev": [7.004, 7.712],
  "species": ["Si", "C", "C", "H", "H"],
  "coordinates": [[0.90, -0.84, -0.24], [3.40, -2.18, -1.05], [2.50, -1.44, -0.60], [-0.02, -1.96, 0.43], [-1.06, 1.08, -0.57]]
}


(5)
{
  "formula": "C9H10O2",
  "method": "ωB97M-V/def2-TZVPD",
  "charge": 0,
  "multiplicity": 1,
  "homo_lumo_gap_ev": [8.358, 5.953],
  "species": ["O", "O", "C", "C", "C", "C", "C", "C", "C", "C", "C", "H", "H", "H", "H", "H", "H", "H", "H", "H", "H"],
  "coordinates": [[-1.45, 0.10, -1.08], [-1.49, 0.52, 1.20], [1.81, -1.34, -0.29], [-1.07, -0.35, 0.18], [0.66, -2.23, 0.03], [2.75, 0.97, -0.08], [1.88, -0.03, -0.10], [3.28, 2.05, 0.00], [-2.06, 1.41, -0.90], [-0.72, -1.72, 0.51], [-1.56, 1.72, 0.59], [1.09, -2.86, 0.86], [-0.47, 1.96, 0.46], [0.50, -2.80, -0.87], [-1.47, 2.19, -1.59], [-0.87, -1.90, 1.53], [2.53, -1.96, -0.84], [-3.14, 1.19, -1.03], [-1.53, -2.34, -0.09], [3.61, 3.04, 0.34], [-2.28, 2.38, 1.17]]
}


(6)
{
  "formula": "C3H10NS2",
  "method": "ωB97M-V/def2-TZVPD",
  "charge": 0,
  "multiplicity": 2,
  "homo_lumo_gap_ev": [4.095, 7.584],
  "species": ["S", "S", "N", "C", "C", "C", "H", "H", "H", "H", "H", "H", "H", "H", "H", "H"],
  "coordinates": [[-0.76, 2.15, -0.74], [-2.57, 1.24, 0.19], [0.09, -0.30, 1.26], [0.04, -1.43, -0.93], [2.08, -0.13, -0.07], [0.84, -0.60, 0.01], [-0.36, -1.15, 1.60], [-1.45, 2.74, -1.72], [2.66, 0.06, 0.83], [-0.89, -0.95, -1.28], [2.58, -0.08, -1.02], [0.66, -1.68, -1.79], [-0.19, -2.40, -0.48], [0.66, 0.12, 2.00], [-2.69, 2.13, 1.19], [-0.71, 0.30, 0.95]]
}


(7)
{
  "formula": "C3H6NO2",
  "method": "ωB97M-V/def2-TZVPD",
  "charge": 1,
  "multiplicity": 1,
  "smiles": "[NH3+][C@@]12C[C@@H]1OO2",
  "homo_lumo_gap_ev": 10.087,
  "species": ["O", "O", "N", "C", "C", "C", "H", "H", "H", "H", "H", "H"],
  "coordinates": [[1.53, -1.19, 1.64], [0.55, -1.88, 0.84], [-1.28, -0.38, 0.05], [1.36, 0.10, -0.41], [1.28, 0.08, 1.11], [0.15, -0.48, 0.24], [-1.78, -0.22, 0.85], [1.97, -0.56, -0.87], [-1.55, 0.46, -0.46], [-1.62, -1.30, -0.45], [1.36, 1.01, -0.93], [1.35, 0.91, 1.68]]
}


(8)
{
  "formula": "C33H90N4O11",
  "method": "ωB97M-V/def2-TZVPD",
  "charge": 0,
  "multiplicity": 1,
  "smiles": "COC[C@H](C)N.COC[C@H](C)N.NC(N)=O.CC(C)O.CC(C)O.CC(C)O.CC(C)O.CC(C)O.CC(C)O.CC(C)O.CC(C)O",
  "homo_lumo_gap_ev": 9.353,
  "species": ["O", "O", "O", "O", "O", "O", "O", "O", "O", "O", "O", "N", "N", "N", "N", "C", "C", "C", "C", "C", "C", "C", "C", "C", "C", "C", "C", "C", "C", "C", "C", "C", "C", "C", "C", "C", "C", "C", "C", "C", "C", "C", "C", "C", "C", "C", "C", "C", "H", "H", "H", "H", "H", "H", "H", "H", "H", "H", "H", "H", "H", "H", "H", "H", "H", "H", "H", "H", "H", "H", "H", "H", "H", "H", "H", "H", "H", "H", "H", "H", "H", "H", "H", "H", "H", "H", "H", "H", "H", "H", "H", "H", "H", "H", "H", "H", "H", "H", "H", "H", "H", "H", "H", "H", "H", "H", "H", "H", "H", "H", "H", "H", "H", "H", "H", "H", "H", "H", "H", "H", "H", "H", "H", "H", "H", "H", "H", "H", "H", "H", "H", "H", "H", "H", "H", "H", "H", "H"],
  "coordinates": [[-1.76, -2.23, -4.58], [1.31, 3.80, -4.53], [1.11, 1.45, 3.11], [-0.16, 3.86, -0.88], [-3.49, -1.87, 0.01], [-2.32, 4.37, 0.67], [4.06, -4.45, -3.58], [4.40, -0.15, -0.58], [-1.15, 0.02, 3.85], [0.81, 0.70, -0.43], [-1.81, -3.51, 1.47], [-3.71, 0.01, 2.27], [-0.74, -0.30, 0.82], [4.36, 0.95, 2.80], [0.89, -1.61, -0.11], [-3.18, -2.01, -1.34], [-0.29, 0.05, 6.09], [0.39, -0.33, 0.06], [4.60, -4.50, -2.28], [0.47, 2.83, -5.16], [-6.15, -0.01, 1.68], [-3.37, 2.71, -0.76], [-0.55, -3.95, -3.47], [4.73, 0.16, 1.71], [4.04, 0.67, 0.46], [-3.36, -4.70, 2.91], [0.82, 2.75, 2.59], [-4.84, -0.75, 1.66], [4.27, -1.29, 1.88], [0.89, 4.85, -1.04], [-0.49, -2.62, -4.14], [-0.75, 2.54, -4.40], [-0.82, -0.85, 4.98], [-2.13, -4.80, 1.98], [0.51, 6.03, -0.21], [3.76, -3.63, -1.33], [1.39, 1.59, -5.35], [2.25, 4.29, -0.80], [0.06, -1.49, -3.24], [4.17, 0.39, -1.95], [-4.60, -1.03, 0.20], [-0.45, 3.32, 3.19], [-2.39, -5.79, 0.82], [-3.43, 4.21, -0.28], [4.62, -5.93, -1.85], [0.22, -1.87, 4.56], [-3.29, 5.30, -1.27], [2.06, 3.65, 2.76], [-6.02, 0.93, 1.12], [1.53, 1.17, -4.36], [4.05, -3.76, -0.27], [0.12, -2.77, -5.03], [1.86, 4.67, 2.41], [-3.19, 6.29, -0.83], [-1.19, 1.63, -4.91], [-0.35, 0.60, 3.79], [-1.59, -1.43, -5.14], [-0.52, 2.23, -3.39], [-1.59, 4.32, 0.07], [2.05, 1.35, 2.97], [0.33, 2.99, -0.85], [0.59, 0.47, 5.69], [-1.06, -4.69, -4.19], [-2.99, -1.05, -1.82], [4.58, 0.67, 3.73], [-1.45, 3.38, -4.54], [3.08, 0.32, -2.12], [-4.96, -1.71, 2.17], [5.20, -6.06, -0.97], [-0.73, 4.19, 2.59], [-0.55, 6.18, -0.25], [-4.50, -0.07, -0.36], [-2.88, -0.54, 2.43], [0.83, 5.91, 0.82], [-4.28, -4.63, 2.29], [1.07, -1.25, 4.18], [-5.50, -1.50, -0.16], [2.90, 0.65, 0.58], [-4.18, 5.25, -1.93], [-1.53, -5.83, 0.23], [4.71, 1.93, 2.70], [2.35, 2.00, -5.63], [4.24, 1.77, 0.34], [1.07, 0.80, -6.01], [5.61, -4.05, -2.22], [2.67, -3.96, -1.31], [-1.33, -5.20, 2.63], [4.40, -1.68, 2.91], [-3.07, 2.11, 0.06], [-0.22, -2.52, 3.73], [3.64, -6.34, -1.60], [-3.48, -5.62, 3.46], [-1.70, -1.44, 5.25], [4.81, -0.24, -2.58], [-2.61, 2.65, -1.54], [-2.23, -2.59, -1.38], [-0.55, -1.42, -2.37], [3.18, -1.43, 1.73], [-2.48, -3.19, 0.86], [4.71, -2.07, 1.18], [-1.07, -1.11, 1.38], [2.89, 3.09, 2.33], [0.20, -2.31, 0.07], [-1.26, 0.54, 1.05], [-6.63, 0.12, 2.65], [5.11, -6.47, -2.65], [0.72, 5.07, -2.11], [1.68, 3.45, -3.72], [-1.00, 0.76, 6.56], [-4.35, 4.36, 0.28], [-3.21, -5.51, 0.19], [-2.56, -6.81, 1.18], [0.51, -2.50, 5.41], [1.13, -1.60, -2.99], [2.99, 4.97, -1.18], [1.06, 6.93, -0.52], [2.36, 3.34, -1.31], [-1.28, -4.00, -2.70], [5.77, 0.28, 1.48], [0.47, -4.23, -3.20], [-0.34, 3.65, 4.23], [-4.01, -2.57, -1.80], [1.39, -1.77, -0.98], [-4.00, 0.52, 3.09], [4.10, -3.55, -3.86], [0.70, 2.64, 1.47], [-4.36, 2.36, -0.97], [-2.37, 5.10, -1.79], [2.26, 3.78, 3.84], [0.15, 3.22, -6.14], [-3.43, -3.85, 3.54], [-0.04, -0.53, -3.73], [2.33, 4.06, 0.27], [0.12, -0.62, 6.93], [3.93, -2.57, -1.65], [-1.29, 2.65, 3.15], [4.40, 1.48, -2.01], [-6.90, -0.56, 1.07]]
}